No. 1
ORCA calculation (ωB97M-V with the def2-TZVPD basis set) on C37H41FeN10 as an isolated structure at a distorted geometry.

CARTESIAN COORDINATES (ANGSTROEM)
Fe (0.11172, 0.33469, 0.03223)
C (-2.47448, 0.36303, 1.78909)
N (-2.01610, 0.97165, 0.52252)
C (-2.93601, 0.68561, -0.59916)
C (-2.41639, -0.43699, -1.43423)
N (-1.15390, -0.78579, -1.44626)
C (-1.03044, -1.67274, -2.53061)
C (0.08780, -2.26160, -3.12815)
C (-0.12023, -3.06620, -4.22981)
C (-1.40340, -3.29274, -4.75000)
C (-2.51458, -2.69014, -4.19844)
C (-2.29119, -1.87149, -3.09833)
N (-3.15740, -1.07474, -2.36155)
C (-1.42291, -0.52443, 2.34623)
N (-0.21883, -0.60924, 1.82873)
C (0.50085, -1.44850, 2.70247)
C (1.84986, -1.80188, 2.75514)
C (2.26098, -2.61585, 3.79026)
C (1.36584, -3.07876, 4.76814)
C (0.03629, -2.71486, 4.74951)
C (-0.36035, -1.88516, 3.70753)
N (-1.58493, -1.29158, 3.43695)
H (-2.70663, 1.13850, 2.52029)
H (-3.39240, -0.20723, 1.63293)
H (-1.96643, 1.97443, 0.64965)
H (-3.94549, 0.46925, -0.24074)
H (-2.99806, 1.56009, -1.24736)
H (1.09090, -2.07815, -2.76923)
H (0.72954, -3.52990, -4.71216)
H (-1.51988, -3.93517, -5.61156)
H (-3.50248, -2.83467, -4.61365)
H (-4.13875, -0.93700, -2.53812)
H (2.56444, -1.43387, 2.03164)
H (3.30258, -2.89884, 3.85748)
H (1.73009, -3.72090, 5.55803)
H (-0.65292, -3.03527, 5.51921)
H (-2.40783, -1.33588, 4.01760)
N (2.29873, 1.11632, -0.03511)
C (3.24593, 0.05887, -0.34860)
C (4.58330, 0.27475, -0.51586)
C (5.45574, -0.80520, -0.77812)
C (4.97548, -2.08034, -0.84257)
C (3.59502, -2.33263, -0.65699)
C (3.03621, -3.63260, -0.64953)
C (1.70267, -3.78658, -0.41241)
C (0.91225, -2.63989, -0.21277)
N (1.38463, -1.41721, -0.24344)
C (2.72109, -1.24947, -0.43982)
H (2.62475, 1.61309, 0.78843)
H (2.33949, 1.80107, -0.78275)
H (4.98430, 1.27863, -0.44208)
H (6.51106, -0.61120, -0.90856)
H (5.64336, -2.91377, -1.01761)
H (3.67829, -4.48935, -0.81221)
H (1.24037, -4.76265, -0.38392)
H (-0.15259, -2.73972, -0.04075)
C (-2.15442, 2.33135, -4.88005)
C (-1.06331, 2.77323, -3.91099)
C (0.28212, 2.85413, -4.63474)
C (-1.42766, 4.12077, -3.29780)
N (-1.04758, 1.72605, -2.85184)
N (-0.17257, 2.00582, -1.74291)
H (-2.22045, 3.01821, -5.72296)
H (-3.12398, 2.30413, -4.38132)
H (-1.94197, 1.33625, -5.27811)
H (0.25449, 3.60333, -5.42535)
H (0.53267, 1.89551, -5.09389)
H (1.09585, 3.14228, -3.96242)
H (-1.63979, 4.83590, -4.09121)
H (-0.61902, 4.54922, -2.70147)
H (-2.32716, 4.04367, -2.68079)
H (-0.69593, 0.86385, -3.25731)
H (-0.55543, 2.83956, -1.30530)
H (0.72412, 2.31324, -2.12207)
C (0.64113, 2.63277, 2.26297)
C (0.04054, 2.30329, 3.49065)
C (-1.22953, 2.81402, 3.85470)
C (-1.87022, 2.36837, 4.98789)
C (-1.25146, 1.40880, 5.79884)
C (0.04955, 0.97619, 5.52235)
C (0.68540, 1.42085, 4.38803)
C (-1.98547, 0.79167, 6.86698)
N (-2.60606, 0.22930, 7.65435)
H (1.66494, 2.33808, 2.08270)
H (0.20377, 3.38441, 1.61760)
H (-1.69605, 3.56800, 3.23055)
H (-2.84637, 2.74701, 5.26043)
H (0.53559, 0.27781, 6.18968)
H (1.68532, 1.07311, 4.16123)

Total charge: +2
2S+1: 2
Frontier orbital gap (spin up / spin down) in hartree: 0.1721 / 0.1777
HOMO level (spin up / spin down) in Eh: -0.4442 / -0.4436


No. 2
ORCA calculation (ωB97M-V with the def2-TZVPD basis set) on C37H41IIrN7O3SSe as an isolated structure at a distorted geometry.

CARTESIAN COORDINATES (ANGSTROEM)
Ir (-1.74553, 0.17818, 0.46345)
C (-1.38377, 2.52442, -3.13542)
C (-1.07861, 3.42814, -1.96727)
C (-0.62784, 4.73159, -2.14380)
C (-0.35083, 5.54106, -1.05303)
C (-0.55128, 5.05351, 0.22791)
C (-0.99202, 3.74891, 0.44428)
C (-1.21057, 3.22958, 1.84061)
C (-1.23334, 2.92704, -0.67288)
N (-1.61203, 1.57975, -0.58511)
H (-1.40234, 3.08785, -4.07152)
H (-2.35109, 2.03098, -2.99722)
H (-0.62574, 1.73503, -3.22299)
H (-0.49216, 5.11350, -3.15429)
H (0.01686, 6.54979, -1.20299)
H (-0.36707, 5.69904, 1.08138)
H (-1.24098, 4.05305, 2.55863)
H (-0.41535, 2.53875, 2.13726)
H (-2.14018, 2.67201, 1.90436)
C (-1.54201, -4.78141, 0.10339)
C (-2.30685, -5.25129, -1.13575)
C (-2.19182, -4.26560, -2.29181)
N (-3.06097, -3.11705, -2.01587)
C (-2.77108, -1.83355, -2.03806)
S (-3.70686, -0.71461, -1.19517)
N (-1.65356, -1.40141, -2.73053)
C (-1.23230, -1.86487, -3.99281)
O (-1.86902, -2.67600, -4.60894)
C (0.03770, -1.26899, -4.52491)
C (0.34058, -1.51153, -5.86215)
C (1.50439, -1.00195, -6.41455)
C (2.37266, -0.24176, -5.63272)
C (2.08060, -0.01109, -4.29412)
C (0.91719, -0.53106, -3.73974)
H (-1.70868, -5.45082, 0.95050)
H (-1.84776, -3.76893, 0.39696)
H (-0.46754, -4.75777, -0.09489)
H (-3.36675, -5.38639, -0.89040)
H (-1.93153, -6.21993, -1.46754)
H (-2.45910, -4.72384, -3.23706)
H (-1.17104, -3.91227, -2.37619)
H (-3.95854, -3.31486, -1.61328)
H (-1.33262, -0.49793, -2.42401)
H (-0.34807, -2.10693, -6.45267)
H (1.73995, -1.19999, -7.45481)
H (3.28098, 0.16292, -6.06813)
H (2.75373, 0.55950, -3.66236)
H (0.74147, -0.37019, -2.68123)
C (2.85967, 3.39675, -1.88704)
N (3.03272, 3.03398, -0.48949)
C (2.38813, 2.00917, 0.15826)
Se (1.42180, 0.64200, -0.58580)
N (2.71331, 2.12448, 1.46867)
C (3.56975, 3.20801, 1.67540)
C (4.18203, 3.70787, 2.81330)
C (4.98316, 4.83606, 2.66365)
C (5.18282, 5.42004, 1.41214)
C (4.59425, 4.88928, 0.26739)
C (3.78052, 3.78179, 0.43021)
H (2.05233, 2.79889, -2.29498)
H (3.77504, 3.21322, -2.45415)
H (2.59426, 4.45331, -1.95655)
H (2.15932, 1.61707, 2.15969)
H (4.04646, 3.22900, 3.78039)
H (5.46393, 5.26624, 3.53495)
H (5.81111, 6.29923, 1.32778)
H (4.78054, 5.31759, -0.71386)
C (-5.04233, -3.63820, 1.98929)
N (-3.85389, -3.03924, 2.60372)
C (-3.20050, -3.73289, 3.72476)
C (-3.38430, -1.89231, 2.16702)
N (-2.97635, -0.87462, 1.79884)
H (-5.82009, -3.77890, 2.73746)
H (-4.79290, -4.60972, 1.55831)
H (-5.41648, -2.98144, 1.20701)
H (-3.91066, -3.88121, 4.53679)
H (-2.36514, -3.13905, 4.08598)
H (-2.82845, -4.70507, 3.39915)
I (2.56191, -4.76264, 6.71862)
C (1.85272, -3.28783, 5.42010)
C (1.13596, -3.66311, 4.29148)
C (0.65551, -2.67143, 3.43874)
C (0.89973, -1.32827, 3.70178)
C (1.62400, -0.97417, 4.83100)
C (2.10530, -1.95120, 5.70185)
C (0.40248, -0.25559, 2.75536)
O (0.87684, 0.88744, 2.85026)
O (-0.48605, -0.68042, 1.93474)
H (0.96490, -4.71290, 4.07635)
H (0.09016, -2.93402, 2.55075)
H (1.80194, 0.07531, 5.02640)
H (2.67522, -1.67507, 6.58176)

Total charge: 0
2S+1: 1
Frontier orbital gap (spin up / spin down) in hartree: 0.2445 / 0.2466
HOMO level (spin up / spin down) in Eh: -0.2462 / -0.2419


No. 3
ORCA calculation (ωB97M-V with the def2-TZVPD basis set) on C37H41N6STi as an isolated structure at a distorted geometry.

CARTESIAN COORDINATES (ANGSTROEM)
Ti (0.13017, -0.39084, -0.57762)
N (3.75091, 0.91214, -0.51947)
C (4.26334, -0.28268, -1.00777)
C (5.53953, -0.83014, -0.98935)
C (5.69095, -2.05988, -1.60118)
C (4.60738, -2.71138, -2.21399)
C (3.34222, -2.15769, -2.21787)
C (3.18061, -0.92853, -1.59164)
N (2.03196, -0.15549, -1.40812)
C (2.43466, 0.93420, -0.77784)
C (1.54617, 2.07765, -0.57387)
C (1.84522, 3.33887, -0.21618)
S (0.45224, 4.30347, -0.33311)
C (-0.45892, 2.96050, -0.84663)
N (0.22339, 1.86042, -0.92292)
H (4.20470, 1.53516, 0.13020)
H (6.37486, -0.32147, -0.52237)
H (6.66667, -2.52839, -1.61018)
H (4.76602, -3.67198, -2.68794)
H (2.50135, -2.65912, -2.67861)
H (2.79111, 3.74440, 0.11516)
H (-1.52186, 3.03544, -1.04855)
C (-5.50433, -0.69358, 0.40583)
C (-4.27369, 0.20746, 0.56867)
C (-3.93811, 0.96939, -0.69398)
C (-4.73924, 2.05151, -1.05483)
C (-4.50940, 2.76520, -2.21926)
C (-3.46947, 2.38621, -3.05644)
C (-2.63865, 1.32039, -2.72872)
C (-1.56865, 0.89417, -3.70713)
C (-2.12377, -0.05518, -4.77339)
C (-2.86672, 0.62671, -1.53109)
N (-1.95706, -0.41456, -1.17605)
C (-2.39252, -1.63795, -1.23725)
C (-1.51025, -2.72099, -1.04780)
C (-1.73632, -4.09824, -1.10176)
C (-0.48664, -4.69615, -0.95151)
C (0.43419, -3.64709, -0.81683)
N (-0.16297, -2.44927, -0.87377)
H (-5.73972, -1.19312, 1.34781)
H (-5.34613, -1.46531, -0.35068)
H (-6.37774, -0.11144, 0.10248)
H (-3.41923, -0.38050, 0.89741)
H (-4.47941, 0.92858, 1.36010)
H (-5.55815, 2.33660, -0.39944)
H (-5.14305, 3.60593, -2.47871)
H (-3.29340, 2.92381, -3.98344)
H (-0.75137, 0.39938, -3.19341)
H (-1.14654, 1.78172, -4.18380)
H (-2.52704, -0.95878, -4.30993)
H (-1.34587, -0.35410, -5.47816)
H (-2.93051, 0.42130, -5.33352)
H (-3.43024, -1.84048, -1.49228)
H (-2.69345, -4.58461, -1.23868)
H (-0.25897, -5.75194, -0.92832)
H (1.50138, -3.73666, -0.67271)
C (2.49236, -2.24024, 1.39562)
C (3.12795, -1.13473, 2.22894)
C (3.33798, -1.66976, 3.65694)
C (2.39654, 0.20912, 2.33749)
C (3.16644, 1.25044, 2.86548)
C (2.61678, 2.44314, 3.30903)
C (1.22799, 2.52434, 3.33338)
C (0.42087, 1.53039, 2.79373)
C (-1.07875, 1.66437, 3.01864)
C (-1.75599, 0.34199, 3.38329)
C (-1.80299, 2.36349, 1.87001)
C (1.00831, 0.43249, 2.08176)
N (0.27888, -0.28301, 1.15650)
H (3.11732, -3.13738, 1.45005)
H (2.39358, -1.95769, 0.35290)
H (1.49437, -2.48770, 1.75463)
H (4.12103, -0.93141, 1.80997)
H (2.36589, -1.84911, 4.12647)
H (3.88389, -0.96091, 4.28152)
H (3.89067, -2.61444, 3.63874)
H (4.23778, 1.08344, 2.98177)
H (3.23694, 3.23668, 3.70958)
H (0.74826, 3.37761, 3.80920)
H (-1.17043, 2.31759, 3.89104)
H (-1.67106, -0.37464, 2.56871)
H (-2.81589, 0.50948, 3.60022)
H (-1.29293, -0.09748, 4.27088)
H (-1.75752, 1.74992, 0.96985)
H (-1.34414, 3.33408, 1.66194)
H (-2.85379, 2.53687, 2.12221)

Total charge: 0
2S+1: 2
Frontier orbital gap (spin up / spin down) in hartree: 0.2263 / 0.2336
HOMO level (spin up / spin down) in Eh: -0.2292 / -0.2386


Ordered total energy results: -3245.2962 -5245.1711 -3010.8146; unit Eh.
Ordered energy relative to the best compared isomer or geometry (same formula, charge and spin) results: 0.00 9.95 0.00; unit kJ/mol.